# 1
Entry from OMol25: a cluster of 8 separate species, C41H73F13INO16S2 in total in a non-equilibrium geometry (the ωB97M-V functional and the def2-TZVPD basis).

Values from the calculation:
SMILES string: CC[C@H](I)N(CCC(F)(F)C(F)(F)C(F)(F)C(F)(F)S(F)(F)(F)(F)F)C(=O)OCCCS.CCOC(C)=O.CCOC(C)=O.CCOC(C)=O.CCOC(C)=O.CCOC(C)=O.CCOC(C)=O.CCOC(C)=O
LUMO level (eV): 0.06
Frontier orbital gap (eV): 8.74
HOMO level (eV): -8.7

Geometry as ORCA input:
```
! wB97M-V def2-TZVPD RIJCOSX def2/J DEFGRID3
* xyz 0 1
C -1.9508 -0.9482 3.2780
C -2.2756 -1.6141 1.9390
C -1.7969 -0.8490 0.7030
I -2.6264 1.1642 0.7569
N -2.1106 -1.5796 -0.5184
C -1.0373 -1.5726 -1.5249
C -0.4354 -0.1922 -1.8264
C 0.0367 -0.0866 -3.2624
F 0.6312 -1.2312 -3.6953
F -1.0099 0.1819 -4.0845
C 1.0719 1.0577 -3.4162
F 0.6102 2.1440 -2.7570
F 2.2083 0.6544 -2.8020
C 1.4607 1.4548 -4.8918
F 2.8010 1.4693 -5.0519
F 0.9830 0.4853 -5.7227
C 0.8198 2.7889 -5.3947
F 0.8071 2.7561 -6.7234
F -0.4300 2.8533 -4.9840
S 1.7416 4.3821 -4.9071
F 2.4783 3.6322 -3.7197
F 0.5880 4.7949 -3.8993
F 1.0000 5.1669 -6.0692
F 2.9089 3.9850 -5.8959
F 2.5219 5.6966 -4.5336
C -3.3713 -1.3393 -1.1055
O -3.5400 -0.7720 -2.1547
O -4.3345 -1.8487 -0.3451
C -5.6695 -1.7921 -0.8664
C -6.3637 -0.4922 -0.5119
C -6.3288 -0.1073 0.9739
S -6.4666 -1.5128 2.1250
H -1.8827 -1.7053 4.0593
H -2.7506 -0.2727 3.5822
H -1.0221 -0.3753 3.2394
H -3.3579 -1.7105 1.8560
H -1.8125 -2.6004 1.8825
H -0.7169 -0.7290 0.7648
H -1.4290 -2.0352 -2.4277
H -0.2557 -2.2353 -1.1505
H -1.1816 0.5870 -1.6887
H 0.4062 -0.0030 -1.1605
H -5.6650 -1.9636 -1.9412
H -6.1811 -2.6299 -0.3946
H -7.3974 -0.5352 -0.8587
H -5.8586 0.3105 -1.0554
H -7.1632 0.5594 1.1848
H -5.4163 0.4328 1.2119
H -5.5412 -1.1605 3.0219
C -4.2261 -6.0097 3.0581
C -3.3180 -5.4405 4.1281
O -3.5214 -4.0385 4.3116
C -4.4707 -3.5314 5.1247
C -5.5209 -4.4455 5.7119
O -4.4902 -2.3457 5.3008
H -5.2769 -5.9227 3.3346
H -4.0009 -7.0636 2.8916
H -4.0843 -5.4690 2.1225
H -3.4140 -5.9721 5.0762
H -2.2773 -5.5279 3.8197
H -6.3863 -4.4404 5.0499
H -5.8184 -4.0385 6.6745
H -5.1945 -5.4715 5.8609
C 3.7014 -1.1473 -6.7388
C 4.1663 -0.8484 -8.1477
O 4.8711 -1.9460 -8.7321
C 4.2482 -2.9644 -9.3627
C 2.7459 -3.0994 -9.2557
O 4.9174 -3.7679 -9.9485
H 2.9887 -1.9733 -6.7205
H 3.2189 -0.2861 -6.2950
H 4.5497 -1.4352 -6.1171
H 3.3438 -0.5331 -8.7920
H 4.8882 -0.0329 -8.1381
H 2.5192 -3.7651 -8.4239
H 2.3849 -3.5556 -10.1735
H 2.2165 -2.1614 -9.1111
C 0.4585 7.2374 -1.6450
C -0.5347 6.4686 -0.7987
O -0.6200 6.9772 0.5352
C -1.4256 8.0033 0.8814
C -2.0966 8.8200 -0.1999
O -1.5419 8.2715 2.0436
H 0.1612 8.2778 -1.7795
H 0.5517 6.7791 -2.6258
H 1.4372 7.2346 -1.1642
H -1.5221 6.4248 -1.2600
H -0.2003 5.4392 -0.6766
H -1.4645 9.6785 -0.4238
H -3.0438 9.1796 0.1925
H -2.2932 8.2759 -1.1198
C 2.4802 2.9763 5.2135
C 2.9736 2.0951 4.0883
O 1.9026 1.4325 3.4024
C 1.2241 2.0049 2.3980
C 1.4016 3.4770 2.1094
O 0.4320 1.3383 1.7830
H 1.8557 3.7897 4.8399
H 3.3235 3.4115 5.7511
H 1.8909 2.3893 5.9134
H 3.5968 2.6383 3.3755
H 3.5818 1.2849 4.4889
H 0.6346 4.0288 2.6518
H 1.2492 3.6313 1.0442
H 2.3768 3.8741 2.3768
C 4.9477 -2.3964 8.5752
C 4.7646 -1.6792 7.2553
O 3.5532 -0.9119 7.2155
C 3.4652 0.3398 7.6907
C 4.5911 0.9036 8.5271
O 2.4595 0.9655 7.4839
H 5.0568 -1.6909 9.4006
H 5.8404 -3.0223 8.5402
H 4.0886 -3.0326 8.7933
H 5.6194 -1.0509 6.9970
H 4.6500 -2.4026 6.4497
H 4.3620 0.7213 9.5762
H 4.6284 1.9774 8.3619
H 5.5696 0.4880 8.3022
C -1.1264 3.7069 -9.0927
C -0.3556 3.0278 -10.2047
O -1.2002 2.2528 -11.0582
C -1.8643 2.7802 -12.1090
C -1.9308 4.2824 -12.2694
O -2.4310 2.0369 -12.8585
H -1.8457 4.4283 -9.4811
H -0.4424 4.2302 -8.4254
H -1.6807 2.9674 -8.5148
H 0.2344 3.7369 -10.7873
H 0.3439 2.3065 -9.7843
H -2.8440 4.6384 -11.7940
H -1.9845 4.5028 -13.3320
H -1.0828 4.8192 -11.8526
C 2.4357 -8.0963 7.2047
C 3.3789 -7.8177 8.3560
O 3.4965 -6.4181 8.6308
C 2.6376 -5.7536 9.4280
C 1.3577 -6.4206 9.8728
O 2.8919 -4.6158 9.7143
H 1.4176 -7.7806 7.4331
H 2.4217 -9.1625 6.9782
H 2.7593 -7.5551 6.3160
H 3.1003 -8.3635 9.2580
H 4.3886 -8.1303 8.0963
H 0.5705 -6.1532 9.1688
H 1.0962 -6.0253 10.8505
H 1.4157 -7.5031 9.9466
*
```


# 2
Entry from OMol25: a cluster of 10 separate species, C41H73N6O21 in total in a non-equilibrium geometry (the ωB97M-V functional and the def2-TZVPD basis).

Values from the calculation:
LUMO level (eV): 0.14
Frontier orbital gap (eV): 5.47
HOMO level (eV): -5.3

Geometry as ORCA input:
```
! wB97M-V def2-TZVPD RIJCOSX def2/J DEFGRID3
* xyz -1 1
C 0.5500 -0.2150 -0.8728
C -0.9292 -0.2764 -0.3927
O -1.7305 -1.0236 -1.0032
O -1.2967 0.4845 0.5279
H 0.6326 0.2037 -1.8758
H 0.8572 -1.2391 -1.0848
H 1.1320 0.2859 -0.0991
C 1.4953 2.7052 -2.3641
N 2.7877 3.4703 -2.5176
O 3.3445 3.6413 -3.6080
O 3.3030 4.0150 -1.5319
H 1.3712 2.3274 -3.3790
H 0.6595 3.2815 -1.9671
H 1.7229 1.9979 -1.5667
C 2.6269 -2.9911 3.6013
C 2.6297 -4.5018 3.2552
C 2.7478 -4.7145 1.7257
O 1.5898 -4.2206 1.0792
C 1.7768 -3.7818 -0.2278
N 3.7839 -5.0964 3.9600
H 3.5527 -2.5519 3.2298
H 2.6348 -3.0434 4.6900
H 1.8225 -2.4027 3.1598
H 1.7192 -5.0045 3.5815
H 2.7016 -5.7597 1.4199
H 3.5834 -4.1557 1.3043
H 2.6632 -3.1590 -0.3478
H 0.8775 -3.2282 -0.4978
H 1.8937 -4.5993 -0.9392
H 3.3968 -4.8552 4.8611
H 3.8945 -6.0974 3.8828
C -4.1541 0.2131 -5.7411
C -2.8303 0.0654 -4.9659
C -2.3650 1.2674 -4.0395
O -2.2282 2.4790 -4.7524
C -1.8011 3.5653 -3.9188
N -2.9865 -1.1482 -4.2133
H -4.2600 -0.6382 -6.4135
H -4.2011 1.0584 -6.4277
H -5.0095 0.2003 -5.0657
H -2.0765 0.0240 -5.7522
H -1.5157 0.9027 -3.4618
H -3.1170 1.3446 -3.2543
H -0.8932 3.2850 -3.3848
H -2.4006 3.8058 -3.0408
H -1.7276 4.5250 -4.4304
H -3.9472 -1.1948 -3.9052
H -2.5756 -0.9560 -3.3109
C -3.0216 -6.0718 -0.1326
C -3.0500 -4.6502 0.6061
C -1.6154 -4.1008 0.8186
O -1.7640 -2.8914 1.5724
C -0.6705 -2.5396 2.5085
N -3.7268 -3.8143 -0.4523
H -3.9966 -6.5438 -0.2540
H -2.2722 -6.6874 0.3649
H -2.6791 -6.0718 -1.1674
H -3.6407 -4.6661 1.5220
H -1.1795 -3.7896 -0.1307
H -1.0067 -4.7893 1.4047
H -1.0454 -2.0222 3.3916
H 0.1144 -1.9261 2.0662
H -0.2359 -3.4478 2.9262
H -3.2484 -4.0338 -1.3143
H -4.6378 -4.1801 -0.6898
C -4.0697 2.8039 3.9622
C -4.4784 1.9251 2.7223
C -4.7274 2.7502 1.4388
O -4.6514 1.9139 0.2238
C -4.8462 2.6519 -1.0156
N -3.3202 1.0279 2.6588
H -3.0948 3.2639 3.8008
H -4.0346 2.1772 4.8534
H -4.7060 3.6421 4.2459
H -5.3585 1.2859 2.7924
H -3.8726 3.4215 1.3565
H -5.6519 3.3274 1.4569
H -4.1248 3.4563 -1.1593
H -5.8371 3.0782 -1.1719
H -4.6381 2.0228 -1.8811
H -3.0973 0.7963 3.6162
H -2.5270 1.5825 2.3698
C 5.9372 3.3831 1.2763
C 5.1844 2.0881 1.1760
C 5.8145 1.1405 2.1501
O 5.1805 -0.1349 2.0983
C 5.6518 -1.1245 1.1527
N 3.7632 2.3029 1.3685
H 5.7889 3.9191 2.2138
H 5.6194 4.1526 0.5729
H 7.0107 3.2388 1.1546
H 5.2987 1.5741 0.2216
H 5.5580 1.3913 3.1794
H 6.8882 1.0609 1.9800
H 6.5857 -1.5937 1.4620
H 5.7306 -0.5495 0.2301
H 4.7978 -1.7978 1.0778
H 3.3856 2.8094 0.5805
H 3.3387 1.3871 1.3341
C -1.4514 5.3363 2.2775
C -1.3138 6.4942 1.6686
C -1.0190 6.6766 0.1920
O -0.7584 7.7519 -0.3534
C -0.9801 5.3345 -0.5438
C -0.9769 4.1891 0.1641
C -1.0494 4.0856 1.6589
O -0.9300 3.0891 2.3315
O -0.8973 2.9995 -0.4617
O -1.5817 7.7073 2.3231
H -1.9363 5.2873 3.2413
H -1.0243 5.2690 -1.6209
H -1.2097 2.3221 0.1425
H -1.3433 8.4503 1.7640
C 0.8344 -2.7484 -7.5166
C 0.3077 -3.9554 -7.1572
C -0.0671 -4.2352 -5.7213
O -0.4834 -5.3152 -5.2081
C 0.3353 -3.1711 -4.8317
C 0.8745 -1.9741 -5.2004
C 1.3188 -1.6615 -6.6693
O 1.9333 -0.6927 -7.0447
O 1.0558 -0.9968 -4.2621
O -0.1069 -4.8764 -8.1041
H 1.0860 -2.5649 -8.5507
H 0.0364 -3.2946 -3.8013
H 0.5666 -1.2031 -3.4623
H -0.3153 -5.7176 -7.6912
C 2.0311 0.3498 5.9666
C 0.7173 0.7851 5.8924
C -0.1438 0.8705 4.7052
O -1.3021 1.2093 4.6315
C 0.6107 0.5574 3.5387
C 1.9303 0.2270 3.5395
C 2.8091 0.1282 4.7076
O 3.9665 -0.1949 4.6168
O 2.5480 -0.0124 2.3537
O 0.0799 0.9578 7.0820
H 2.5359 0.3006 6.9201
H 0.1195 0.5769 2.5770
H 3.5041 -0.0108 2.4400
H -0.8381 1.2273 7.0029
*
```